No. 1
C4H9NO2 in the gas phase in a non-equilibrium geometry. Source: the Open Molecules 2025 dataset; level of theory: ωB97M-V with the def2-TZVPD basis set.

Last column: Mulliken charge in e.
Cartesian coordinates (Å):
C: 0.297 2.167 -1.161  -0.945
C: 1.217 1.117 -0.559  0.512
N: 0.729 -0.152 -0.517  -0.295
C: -0.635 -0.593 -0.087  -0.312
C: -0.412 -1.484 1.128  -0.349
O: -1.226 -2.741 1.087  -0.540
O: 2.255 1.421 0.011  -0.630
H: -0.496 1.613 -1.683  0.326
H: -0.058 2.835 -0.378  0.242
H: 0.859 2.787 -1.852  0.327
H: 1.529 -0.617 -0.100  0.262
H: -1.250 0.262 0.115  0.301
H: -0.936 -1.157 -0.960  0.282
H: -0.665 -0.947 2.022  0.337
H: 0.592 -1.882 1.057  0.155
H: -1.801 -2.630 1.879  0.326

Values from the calculation:
Strongest force on any atom (eV/Å): 2.64
SMILES: CC(=O)NCCO
E_HOMO (Eh): -0.350
Orbital gap (eV): 10.183
Total charge: 0

***

No. 2
C4H9NO2 in the gas phase in a non-equilibrium geometry. Source: the Open Molecules 2025 dataset; level of theory: ωB97M-V with the def2-TZVPD basis set.

Last column: Mulliken charge in e.
Cartesian coordinates (Å):
C: -0.281 -1.069 0.250  -0.489
C: 0.691 -0.579 1.327  -0.793
C: 2.043 -0.146 0.788  0.115
O: 2.237 -0.343 -0.457  -0.493
N: -1.340 -0.112 -0.062  -0.559
C: -0.718 0.901 -1.121  -0.095
O: -1.371 2.153 -1.244  -0.492
H: -0.756 -2.022 0.765  0.309
H: 0.290 -1.366 -0.661  0.405
H: 0.292 0.279 1.819  0.383
H: 0.864 -1.240 2.145  0.442
H: 2.607 0.671 1.360  0.288
H: -2.006 -0.646 -0.665  0.278
H: -0.574 0.509 -2.126  0.299
H: 0.285 0.831 -0.695  0.110
H: -2.262 2.180 -1.422  0.290

Values from the calculation:
Strongest force on any atom (eV/Å): 5.04
SMILES: O=CCCNCO
E_HOMO (Eh): -0.351
Orbital gap (eV): 10.201
Total charge: 0

***

No. 3
C4H9NO2 in the gas phase in a non-equilibrium geometry. Source: the Open Molecules 2025 dataset; level of theory: ωB97M-V with the def2-TZVPD basis set.

Last column: Mulliken charge in e.
Cartesian coordinates (Å):
C: 0.367 0.524 0.157  0.603
C: 1.527 -0.012 0.969  -1.319
C: 0.805 1.390 -1.004  -1.347
C: -1.512 -0.926 0.043  0.650
O: -0.354 -0.718 -0.515  -0.393
O: -2.013 -2.145 -0.645  -0.554
N: -2.199 -0.373 0.946  -0.661
H: -1.434 -2.342 -1.397  0.329
H: -0.305 1.093 0.804  0.327
H: -3.087 -0.879 1.016  0.293
H: 1.381 2.253 -0.651  0.400
H: 1.419 0.824 -1.711  0.315
H: 2.174 -0.653 0.361  0.317
H: 2.134 0.807 1.370  0.384
H: 1.162 -0.610 1.810  0.325
H: -0.064 1.766 -1.552  0.329

Values from the calculation:
Strongest force on any atom (eV/Å): 4.91
SMILES: [H]/N=C(\O)OC(C)C
E_HOMO (Eh): -0.371
Orbital gap (eV): 10.905
Total charge: 0

***

Which of these has the lowest strongest force on any atom? number 1

***

Look up the total charge of the first one. 0